1.
Molecular formula: C41H59ClCsN5PSbSe4
Method: DFT, the ωB97M-V functional and the def2-TZVPD basis

As for the energy relative to the best compared isomer or geometry (same formula, charge and spin): 7.27 kcal/mol. The value obtained for the HOMO energy is -1.255 eV. Its total charge is -2.

CARTESIAN COORDINATES (ANGSTROEM)
Cs (0.44464, 1.46900, 0.20144)
N (-2.77367, 2.42088, 0.90146)
C (-3.25871, 1.88866, 2.16869)
C (-3.06973, 0.38725, 2.27170)
N (-3.79180, -0.35909, 1.24573)
H (-1.81559, 2.13942, 0.71792)
H (-2.71707, 3.43490, 0.93207)
H (-4.32427, 2.14094, 2.25161)
H (-2.74935, 2.31367, 3.04321)
H (-3.33045, 0.08926, 3.29990)
H (-2.00115, 0.17807, 2.19576)
H (-4.78994, -0.33070, 1.42035)
H (-3.50819, -1.33169, 1.24233)
C (-0.67836, -3.04197, 2.12388)
C (0.44167, -2.97535, 3.11921)
C (0.28829, -3.56172, 4.36807)
C (1.29859, -3.51645, 5.31922)
C (2.49684, -2.89822, 5.00743)
C (2.66751, -2.31717, 3.75922)
C (1.65070, -2.32644, 2.81385)
P (1.74267, -1.51849, 1.16877)
C (3.37218, -0.65192, 1.21475)
C (3.44570, 0.33859, 2.19847)
C (4.57062, 1.12695, 2.37297)
C (5.66465, 0.91442, 1.54846)
C (5.59095, -0.03576, 0.54442)
C (4.45135, -0.81128, 0.33249)
C (4.42904, -1.69974, -0.88192)
C (1.82985, -2.95538, 0.09359)
C (2.58726, -4.06611, 0.45503)
C (2.73535, -5.17707, -0.35058)
C (2.06111, -5.15821, -1.59008)
C (1.28817, -4.10370, -1.97150)
C (1.10076, -2.92408, -1.15612)
C (0.27617, -1.91329, -1.60131)
H (-1.54061, -3.55301, 2.55368)
H (-0.37215, -3.56017, 1.21362)
H (-0.98483, -2.03834, 1.81737)
H (-0.65020, -4.05288, 4.59843)
H (1.14471, -3.96081, 6.29463)
H (3.30146, -2.86279, 5.73147)
H (3.60525, -1.82883, 3.52633)
H (2.59327, 0.49006, 2.85122)
H (4.56973, 1.92974, 3.10141)
H (6.55038, 1.52817, 1.65450)
H (6.42331, -0.14741, -0.14269)
H (5.22050, -1.38565, -1.56582)
H (3.47815, -1.64366, -1.41029)
H (4.57949, -2.75201, -0.63676)
H (3.09604, -4.04360, 1.41625)
H (3.33275, -6.02357, -0.04059)
H (2.14626, -6.00770, -2.26306)
H (0.77927, -4.13212, -2.92929)
H (0.06671, -1.02369, -1.01768)
H (-0.24615, -2.02666, -2.54256)
Se (3.81196, 4.62008, 3.95455)
Se (2.94003, 5.82470, 2.13219)
Se (2.23898, 4.37854, 0.35518)
Se (-0.02731, 4.77583, -0.14107)
C (-5.67074, 1.66386, -0.90186)
C (-5.06318, 1.64194, -2.29897)
C (-6.10546, 1.17789, -3.30709)
Sb (-3.11543, 0.66735, -2.24105)
C (-3.38861, -1.28871, -3.17510)
C (-3.32674, -2.35177, -2.08106)
C (-4.55190, -1.58808, -4.10932)
C (-2.26668, 1.68765, -3.97121)
C (-1.81832, 3.07891, -3.54364)
C (-3.10241, 1.76805, -5.23753)
H (-6.56009, 2.30392, -0.87486)
H (-4.95565, 2.00605, -0.15699)
H (-5.98661, 0.65840, -0.60917)
H (-4.76209, 2.66425, -2.55783)
H (-6.48649, 0.18761, -3.04769)
H (-5.73147, 1.12514, -4.32979)
H (-6.96365, 1.85969, -3.29637)
H (-2.45799, -1.34304, -3.75467)
H (-4.21391, -2.29838, -1.44364)
H (-2.44731, -2.24716, -1.44555)
H (-3.29585, -3.35546, -2.51681)
H (-5.49887, -1.61450, -3.56520)
H (-4.41981, -2.57877, -4.55857)
H (-4.66373, -0.86670, -4.92076)
H (-1.37456, 1.08409, -4.17931)
H (-2.67396, 3.70186, -3.26777)
H (-1.30538, 3.59639, -4.36067)
H (-1.14435, 3.08103, -2.68536)
H (-3.99796, 2.37173, -5.07699)
H (-3.42101, 0.79041, -5.59961)
H (-2.53843, 2.25159, -6.04267)
Cl (6.50644, 2.84503, -1.93985)
C (5.01193, 2.05429, -2.33862)
C (4.82227, 1.50501, -3.59383)
C (3.62048, 0.86244, -3.84607)
C (2.67523, 0.80608, -2.83402)
N (2.86539, 1.34659, -1.63338)
C (4.01705, 1.95558, -1.37883)
H (5.59997, 1.57541, -4.34228)
H (3.41942, 0.40047, -4.80238)
H (1.74097, 0.27367, -2.97783)
H (4.15358, 2.37393, -0.38966)
C (-0.04614, 3.79817, 3.40121)
C (0.29970, 2.46297, 3.95548)
N (-0.42982, 1.36262, 3.89215)
C (0.30970, 0.40388, 4.54716)
C (1.47982, 0.93703, 4.99881)
N (1.46194, 2.25191, 4.61185)
H (-0.85501, 3.71611, 2.67852)
H (0.81216, 4.23942, 2.89954)
H (-0.34591, 4.48543, 4.19538)
H (-0.03156, -0.61343, 4.64245)
H (2.31657, 0.50018, 5.51515)
H (2.22162, 2.94957, 4.60462)

Atomic partial charges in e from the Mulliken method, atoms 1 to 2: 1.78 0.22

2.
Molecular formula: C11H13P
Method: DFT, the ωB97M-V functional and the def2-TZVPD basis

As for the energy relative to the best compared isomer or geometry (same formula, charge and spin): 59.99 kcal/mol. The value obtained for the HOMO energy is -7.203 eV. Its total charge is 0. As for the structure (SMILES): CP(C)#C/C=C\c1ccccc1.

CARTESIAN COORDINATES (ANGSTROEM)
C (3.25133, 1.08222, -0.87382)
P (2.71222, -0.42064, 0.04456)
C (2.84922, 0.21965, 1.79893)
C (1.38396, -1.00626, -0.74914)
C (0.51370, -2.06727, -0.42565)
C (-0.78581, -2.03536, -0.06237)
C (-1.64529, -0.90057, -0.15170)
C (-2.95387, -0.96114, 0.25057)
C (-3.74693, 0.18956, 0.20766)
C (-3.20563, 1.45193, -0.13237)
C (-1.90236, 1.49681, -0.53940)
C (-1.12645, 0.33882, -0.53401)
H (3.74954, 0.71306, -1.71020)
H (3.71477, 1.82898, -0.16638)
H (2.31149, 1.50251, -1.46860)
H (3.31478, -0.47593, 2.52565)
H (2.01140, 0.62655, 2.21373)
H (3.62759, 0.96211, 1.69889)
H (0.99741, -3.09850, -0.48984)
H (-1.24977, -2.96865, -0.11231)
H (-3.36692, -1.89297, 0.46157)
H (-4.84505, 0.06025, 0.44845)
H (-3.85497, 2.39601, -0.22836)
H (-1.70755, 2.46785, -1.11871)
H (-0.04683, 0.49097, -0.88714)

Atomic partial charges in e from the natural (NBO) method, atoms 1 to 2: -0.94 1.00

3.
Molecular formula: C36H47Cl5NO4PSr
Method: DFT, the ωB97M-V functional and the def2-TZVPD basis

As for the energy relative to the best compared isomer or geometry (same formula, charge and spin): 0.00 kcal/mol. The value obtained for the HOMO energy is -6.326 eV. Its total charge is 0.

CARTESIAN COORDINATES (ANGSTROEM)
Sr (0.25505, -0.04045, 0.47278)
C (2.16242, 0.23127, -2.73419)
C (3.06559, -0.88194, -2.23076)
O (2.51332, -1.35156, -1.02161)
C (3.32244, -2.30669, -0.36827)
C (2.74145, -2.52469, 1.01557)
O (2.43120, -1.28832, 1.65076)
C (3.56210, -0.55378, 2.08329)
C (3.15141, 0.90122, 2.19195)
O (2.57249, 1.38513, 0.98968)
C (3.49480, 1.61305, -0.05979)
C (2.71096, 2.06646, -1.27455)
O (1.75038, 1.11398, -1.69824)
H (1.24183, -0.18735, -3.13431)
H (2.66115, 0.79365, -3.53113)
H (4.09326, -0.52981, -2.05899)
H (3.11290, -1.68305, -2.97913)
H (4.35736, -1.94042, -0.32797)
H (3.33208, -3.25567, -0.91728)
H (3.43078, -3.10999, 1.63398)
H (1.79846, -3.06630, 0.96239)
H (4.38944, -0.67096, 1.37781)
H (3.90410, -0.92303, 3.05796)
H (4.00532, 1.52405, 2.48446)
H (2.38011, 1.01210, 2.95421)
H (4.06015, 0.70390, -0.27988)
H (4.20606, 2.39602, 0.23632)
H (3.40167, 2.30354, -2.09129)
H (2.15122, 2.97005, -1.02822)
C (0.90663, 3.78284, 2.86228)
C (0.57674, 4.21206, 1.43391)
C (0.20755, 5.69407, 1.41723)
P (-0.64600, 2.98590, 0.73248)
C (-1.48093, 3.87519, -0.65159)
C (-2.69026, 3.07150, -1.10966)
C (-0.49436, 4.07502, -1.80189)
C (-1.92434, 2.83217, 1.99817)
C (-2.71000, 3.92258, 2.37108)
C (-3.68538, 3.85145, 3.35154)
C (-4.50658, 5.04610, 3.74008)
C (-3.85598, 2.60952, 3.96374)
C (-3.11929, 1.50270, 3.60662)
C (-2.12924, 1.55554, 2.59185)
N (-1.42713, 0.46381, 2.17900)
C (-1.84724, -0.76939, 2.74225)
C (-1.14054, -1.33396, 3.81107)
C (0.03497, -0.60638, 4.40231)
C (-1.54529, -2.55661, 4.33517)
C (-2.63530, -3.24372, 3.82089)
C (-3.02587, -4.59160, 4.35738)
C (-3.32675, -2.67190, 2.75920)
C (-2.94930, -1.45592, 2.20836)
C (-3.71275, -0.86576, 1.05978)
H (1.77737, 4.32751, 3.23485)
H (1.11154, 2.71395, 2.93106)
H (0.06543, 3.98727, 3.52416)
H (1.48069, 4.07459, 0.82794)
H (-0.61904, 5.89555, 2.09767)
H (-0.07227, 6.05495, 0.42860)
H (1.05560, 6.29248, 1.75943)
H (-1.83123, 4.85259, -0.30062)
H (-2.39940, 2.08062, -1.46571)
H (-3.18919, 3.58489, -1.93457)
H (-3.41137, 2.93426, -0.30283)
H (-0.13987, 3.10833, -2.17082)
H (0.37768, 4.66062, -1.50434)
H (-0.96975, 4.59654, -2.63512)
H (-2.56740, 4.86935, 1.86185)
H (-4.36468, 5.86168, 3.02958)
H (-4.23828, 5.42581, 4.72965)
H (-5.57336, 4.81425, 3.76277)
H (-4.60544, 2.49861, 4.74138)
H (-3.31647, 0.56488, 4.10850)
H (0.88422, -0.59794, 3.71192)
H (0.36890, -1.09313, 5.31927)
H (-0.21149, 0.43369, 4.62366)
H (-0.99463, -2.97986, 5.16951)
H (-2.74472, -4.69828, 5.40530)
H (-2.53457, -5.39317, 3.79975)
H (-4.10125, -4.75221, 4.27835)
H (-4.17647, -3.19649, 2.33441)
H (-4.43960, -1.57738, 0.66943)
H (-3.04168, -0.57954, 0.24612)
H (-4.24389, 0.04001, 1.36278)
Cl (-0.39386, -4.03702, 1.37037)
C (-0.61763, -3.63239, -0.33247)
C (-0.70668, -2.29575, -0.66793)
C (-0.95961, -2.06623, -1.99629)
Cl (-1.21717, -0.35395, -2.48413)
C (-1.08264, -3.04081, -2.97875)
Cl (-1.38383, -2.64432, -4.63072)
C (-0.94335, -4.37133, -2.58649)
Cl (-1.06940, -5.63126, -3.75410)
C (-0.71608, -4.67665, -1.24249)
Cl (-0.55772, -6.32260, -0.75505)

Atomic partial charges in e from the Mulliken method, atoms 1 to 2: 1.46 -0.78

- The lowest total charge belongs to which entry?
  C41H59ClCsN5PSbSe4